Molecular formula: C34H83BaO18
Method: DFT, ωB97M-V/def2-TZVPD

Kohn-Sham gap: 7.393 eV
Net charge: +1
Energy above the lowest of the compared OMol25 structures with the same formula, charge and spin: 0.809 eV
LUMO energy: -0.1202 Eh
Highest occupied orbital energy: -0.3918 hartree
Energy: -74140.7008 eV
Multiplicity: 1

Last column: Mulliken charge in e.
Cartesian coordinates (Å):
Ba: -4.177 -1.999 -0.097  1.960
C: -0.361 0.602 0.830  0.843
C: -1.561 -0.267 0.500  0.463
O: -2.415 0.227 -0.298  -0.845
O: -1.753 -1.337 1.138  -0.800
H: -0.669 1.380 1.527  0.490
H: 0.100 0.957 -0.093  -0.635
H: 0.439 0.046 1.327  -0.575
C: -1.598 1.923 -3.020  -0.225
O: -1.837 1.787 -4.402  -0.486
C: -0.779 1.109 -5.061  1.156
C: -1.056 1.133 -6.542  -0.842
O: -0.139 0.230 -7.113  -0.205
C: -0.110 0.317 -8.533  -0.798
H: -2.429 2.381 -2.497  0.248
H: -0.656 2.445 -2.820  0.409
H: -1.427 0.916 -2.625  -0.102
H: -0.707 0.098 -4.644  -0.163
H: 0.161 1.629 -4.849  -0.486
H: -0.945 2.150 -6.934  0.356
H: -2.078 0.818 -6.788  0.377
H: -0.036 1.372 -8.821  0.328
H: -1.081 -0.014 -8.917  0.312
H: 0.732 -0.249 -8.909  0.226
C: -3.627 0.230 3.210  -0.985
O: -4.582 -0.117 2.190  -0.044
C: -5.588 0.879 2.131  -0.473
C: -6.594 0.397 1.095  -0.615
O: -5.859 0.253 -0.106  -0.011
C: -5.951 1.342 -1.018  -0.776
H: -4.136 0.299 4.171  0.493
H: -3.053 1.123 2.962  0.379
H: -2.933 -0.610 3.238  0.110
H: -5.186 1.832 1.759  0.249
H: -6.022 1.170 3.092  0.461
H: -7.498 0.993 0.935  0.391
H: -7.075 -0.543 1.398  0.243
H: -5.190 1.150 -1.768  -0.020
H: -5.726 2.278 -0.503  0.421
H: -6.929 1.473 -1.486  0.331
C: 2.825 3.075 -3.899  -0.523
O: 3.511 2.058 -3.214  -0.341
C: 3.121 1.985 -1.854  -0.014
C: 3.590 0.684 -1.249  0.801
O: 2.985 0.590 0.042  0.196
C: 3.288 -0.644 0.667  -0.781
H: 1.776 2.787 -4.049  -0.074
H: 3.265 3.263 -4.875  0.284
H: 2.821 3.998 -3.308  0.394
H: 2.023 1.939 -1.789  -0.045
H: 3.473 2.888 -1.349  0.272
H: 4.677 0.701 -1.114  0.330
H: 3.220 -0.151 -1.845  -0.890
H: 3.356 -1.478 -0.041  0.165
H: 2.505 -0.852 1.394  0.119
H: 4.274 -0.578 1.141  0.306
C: 1.288 -2.124 -1.391  0.101
O: 2.400 -2.063 -2.268  -0.259
C: 2.577 -3.265 -3.004  -0.395
C: 3.658 -3.008 -4.023  -0.703
O: 3.242 -2.126 -5.038  -0.480
C: 3.223 -0.753 -4.671  -0.413
H: 0.426 -2.148 -2.078  -0.227
H: 1.228 -1.228 -0.776  -0.204
H: 1.240 -3.000 -0.738  0.428
H: 1.615 -3.542 -3.459  0.227
H: 2.873 -4.090 -2.342  0.324
H: 3.899 -3.921 -4.576  0.422
H: 4.616 -2.755 -3.557  0.331
H: 3.615 -0.149 -5.492  0.303
H: 3.857 -0.607 -3.800  0.308
H: 2.197 -0.409 -4.519  0.043
C: 2.553 -6.552 4.638  -0.797
O: 2.490 -5.156 4.473  -0.261
C: 1.430 -4.620 5.222  -0.804
C: 1.378 -3.105 5.091  -0.302
O: 1.594 -2.600 3.796  -0.241
C: 0.564 -2.954 2.894  -0.161
H: 2.564 -6.797 5.707  0.330
H: 3.476 -6.966 4.233  0.252
H: 1.730 -7.084 4.149  0.299
H: 1.553 -4.830 6.291  0.534
H: 0.464 -5.040 4.913  0.344
H: 2.146 -2.662 5.723  0.315
H: 0.380 -2.815 5.448  0.233
H: 0.748 -2.461 1.940  -0.379
H: -0.404 -2.558 3.220  0.243
H: 0.595 -4.037 2.753  0.404
C: 4.371 3.264 2.632  -0.806
O: 3.037 3.667 2.774  -0.402
C: 2.264 3.302 1.659  0.508
C: 0.888 3.930 1.773  -0.608
O: 0.967 5.314 1.965  -0.398
C: -0.281 5.930 1.814  -0.751
H: 4.563 2.187 2.525  0.184
H: 4.960 3.579 3.491  0.361
H: 4.806 3.701 1.723  0.396
H: 2.138 2.220 1.533  -0.251
H: 2.731 3.704 0.751  0.412
H: 0.301 3.487 2.595  0.150
H: 0.317 3.651 0.874  0.394
H: -0.678 5.938 0.793  0.271
H: -0.217 6.977 2.105  0.309
H: -1.010 5.434 2.468  0.286
C: -2.614 -4.176 -2.918  -0.914
O: -2.682 -2.966 -2.186  -0.019
C: -2.377 -1.832 -3.004  0.107
C: -3.666 -1.422 -3.708  -0.872
O: -4.726 -1.288 -2.756  0.011
C: -5.996 -0.985 -3.304  -1.033
H: -3.349 -4.208 -3.728  0.311
H: -2.802 -5.030 -2.270  0.342
H: -1.639 -4.335 -3.386  0.203
H: -1.618 -2.082 -3.748  0.515
H: -2.002 -1.000 -2.409  -0.724
H: -3.954 -2.188 -4.434  0.356
H: -3.538 -0.458 -4.213  0.542
H: -6.735 -0.953 -2.510  0.258
H: -6.281 -1.686 -4.095  0.336
H: -5.933 -0.009 -3.802  0.363
C: -0.211 0.381 4.838  -0.691
O: 1.056 0.555 5.378  -0.336
C: 1.618 1.808 5.050  0.644
C: 3.039 1.891 5.598  -0.594
O: 3.171 1.376 6.918  -0.431
C: 2.252 1.929 7.847  -0.631
H: -0.797 1.300 4.719  0.448
H: -0.812 -0.323 5.422  0.449
H: -0.153 -0.120 3.858  -0.015
H: 1.006 2.616 5.466  0.389
H: 1.685 1.857 3.957  -0.540
H: 3.458 2.899 5.530  0.301
H: 3.731 1.230 5.075  0.234
H: 2.387 3.019 7.858  0.307
H: 2.499 1.592 8.849  0.257
H: 1.233 1.677 7.555  0.199